[1]
A structure of composition C6H8OPPb in a non-equilibrium geometry. Source: the Open Molecules 2025 dataset; level of theory: ωB97M-V/def2-TZVPD.

Summary:
- E: -842.69364 a.u.
- HOMO (spin up / spin down): 0.046 / -0.042 eV

```
! wB97M-V def2-TZVPD RIJCOSX def2/J DEFGRID3
* xyz -1 1
C -0.79245 1.37783 -0.35053
C -0.77523 2.09562 -1.59596
C 0.42948 2.88178 -1.62362
C 1.04884 2.78088 -0.30847
C 0.34112 1.77780 0.40059
Pb 1.30781 0.65729 -1.64577
P -1.56871 -2.18553 -0.83751
H -1.53582 0.62721 -0.11700
H -1.58083 2.12805 -2.32410
H 0.74110 3.54275 -2.41027
H 0.67211 1.48679 1.38740
H 1.79264 3.44279 0.10827
H -1.08522 -3.51187 -1.10704
H -2.80657 -2.40343 -1.48166
H -2.04590 -2.51917 0.48376
O 0.77666 -1.18165 1.69966
C 0.89496 -0.76172 0.64447
*
```



[2]
An isolated molecule of C6H8OS in a non-equilibrium geometry. Source: the Open Molecules 2025 dataset; level of theory: ωB97M-V/def2-TZVPD.

Summary:
- E: -706.80069 a.u.
- HOMO: -8.568 eV
- ΔE to the lowest compared entry with this formula, charge and spin: 119.4 kJ/mol

```
! wB97M-V def2-TZVPD RIJCOSX def2/J DEFGRID3
* xyz 0 1
C 2.55304 -0.68199 -0.01892
C 1.17065 -1.17619 -0.01800
C 0.02117 -0.43598 -0.03569
C -2.22669 -0.12799 0.22568
C -1.65428 1.19260 -0.18819
C -0.13795 1.03617 -0.03868
H 2.85760 -0.10463 0.88219
H 2.81463 0.04571 -0.80139
H 3.25536 -1.51500 -0.01401
H 1.02056 -2.26660 -0.01553
H -2.36823 -0.21664 1.30297
H -3.16844 -0.42646 -0.25621
H -2.01981 2.14166 0.32499
H -1.85148 1.41991 -1.25444
O -1.21375 -1.08168 -0.13391
S 0.94763 2.19712 0.03915
*
```



Which formula does entry 1 have?
C6H8OPPb